## one
# FHN2O3

An isolated molecule of FHN2O3 (ωB97M-V/def2-TZVPD, the OMol25 dataset).

The geometry in ORCA input format:
```
! RIJCOSX wB97M-V def2-TZVPD def2/J DEFGRID3
* xyz 0 1
O -0.34 0.80 -1.89
N -0.96 1.40 -1.08
N -1.84 2.20 -1.22
F -2.27 2.66 0.00
O -0.62 1.17 0.29
O -0.22 -0.13 0.31
H 0.73 0.03 0.52
*
```

Results
- structure (SMILES) = [O-]/[N+](=N/F)OO
- HOMO energy (eV) = -11.060
- frontier orbital gap (Eh) = 0.427

=====

## two
# FHN2O3

An isolated molecule of FHN2O3 (ωB97M-V/def2-TZVPD, the OMol25 dataset).

The geometry in ORCA input format:
```
! RIJCOSX wB97M-V def2-TZVPD def2/J DEFGRID3
* xyz 0 1
O -1.49 0.13 -0.41
N -0.48 0.71 -0.62
O -0.24 1.48 -1.46
N 0.81 0.17 0.27
O 0.35 -0.31 1.40
F 1.17 -1.02 -0.57
H -0.11 -1.16 1.39
*
```

Results
- structure (SMILES) = O=[N+]([O-])N(O)F
- HOMO energy (eV) = -11.150
- frontier orbital gap (Eh) = 0.395

=====

Looking at the structures above, which would you pick as the most stable? I would pick two.